Record 1
This record from OMol25 describes a structure of composition C5H8N3O4S at a distorted geometry. The level of theory is ωB97M-V/def2-TZVPD.

Geometry (Å):
C 0.210 -1.823 -0.615
C 1.094 -0.783 -0.701
C -0.877 0.016 0.155
C -2.053 -2.163 0.355
C 0.951 1.639 -0.065
N -0.886 -1.343 0.010
N 0.395 0.300 -0.280
N 4.614 2.725 0.732
O 4.439 3.093 -0.434
O -3.628 -0.028 -1.249
O 3.750 1.967 1.269
O -3.904 0.216 1.167
S -3.210 0.669 -0.087
H 0.340 -2.832 -0.829
H 2.134 -0.569 -0.796
H -2.678 -1.498 0.945
H -2.613 -2.628 -0.645
H -1.633 -2.963 1.077
H 1.441 2.197 -0.898
H 0.260 2.321 0.346
H 1.854 1.487 0.543

The LUMO energy is 0.0965 Eh. The calculation puts the HOMO energy at -3.484 eV. Its charge is -1. The frontier orbital gap is 0.2245 hartree. Its total energy is -28806.7960 eV.

***

Record 2
This record from OMol25 describes the ion C5H8N3OS with charge +1 at a distorted geometry. The level of theory is ωB97M-V/def2-TZVPD.

Geometry (Å):
C -0.124 1.223 -0.705
C -2.860 0.252 0.176
C -0.469 2.207 0.408
C 0.391 -0.967 -1.518
C 0.065 -0.628 0.880
N -2.635 1.442 0.360
N -1.860 2.377 0.463
N -0.015 -0.096 -0.441
O -0.067 1.725 -1.802
S -3.685 -0.957 -0.197
H -0.270 1.743 1.317
H 0.279 3.024 0.237
H 1.477 -1.275 -1.323
H -0.300 -1.731 -1.817
H 0.521 -0.374 -2.389
H 0.299 0.098 1.575
H -0.879 -1.143 1.353
H 0.827 -1.367 0.730

The LUMO energy (alpha / beta) is -0.2844 / -0.2845 Eh. The calculation puts the HOMO energy (alpha / beta) at -13.843 / -13.843 eV. Its charge is +1. The frontier orbital gap (alpha / beta) is 0.2243 / 0.2243 hartree. Its total energy is -22655.6950 eV.

***

Record 3
This record from OMol25 describes an isolated molecule of C5H8N4 at a distorted geometry. The level of theory is ωB97M-V/def2-TZVPD.

Geometry (Å):
H 3.100 1.600 -0.165
N 2.366 1.002 -0.471
C 2.604 -0.092 0.291
N 2.050 -1.270 0.319
C 0.878 -1.352 -0.263
N -0.307 -0.567 -0.405
C -1.633 -1.140 -0.248
N -2.734 -0.701 0.126
C -2.325 0.769 0.245
C -0.693 0.895 -0.186
H 3.184 -0.136 1.231
H 0.758 -2.453 -0.461
H -1.537 -2.238 -0.433
H -2.544 1.133 1.299
H -2.768 1.576 -0.242
H -0.453 1.357 -1.283
H 0.054 1.617 0.646

The LUMO energy is 0.0024 Eh. The calculation puts the HOMO energy at -8.962 eV. As for the structure (SMILES): [H]/N=C/N=C\N1C=NCC1. The frontier orbital gap is 0.3318 hartree. Its total energy is -11270.0989 eV.

***

Record 4
This record from OMol25 describes an isolated molecule of C5H8N4O4S at a distorted geometry. The level of theory is ωB97M-V/def2-TZVPD.

Geometry (Å):
C -2.187 -1.878 1.307
O -0.926 -1.438 0.740
C -1.054 -0.420 -0.018
O -2.034 0.211 -0.214
N 0.160 0.172 -0.481
N 1.331 -0.547 -0.454
C 2.047 -0.939 -1.557
N 3.066 -1.663 -1.195
N 3.003 -1.832 0.113
C 1.925 -1.145 0.574
S 0.351 1.801 0.206
C -0.721 2.767 -0.916
O -0.314 1.799 1.481
O 1.758 2.075 0.141
H -2.336 -2.944 1.090
H -2.977 -1.266 0.951
H -2.006 -1.643 2.377
H 1.820 -0.460 -2.522
H 1.532 -1.187 1.540
H -0.497 3.815 -0.550
H -0.358 2.669 -1.930
H -1.581 2.056 -0.684

The LUMO energy is 0.0156 Eh. The calculation puts the HOMO energy at -9.719 eV. As for the structure (SMILES): COC(=O)N(n1cnnc1)S(C)(=O)=O. The frontier orbital gap is 0.3728 hartree. Its total energy is -30297.0993 eV.

***

Record 5
This record from OMol25 describes a structure of composition C5H8N5O3P at a distorted geometry. The level of theory is ωB97M-V/def2-TZVPD.

Geometry (Å):
C 0.121 2.718 0.231
C 0.108 -1.499 -1.475
C 0.459 0.736 -0.709
C -0.801 -0.915 0.732
C -0.206 0.416 0.409
N -0.555 1.897 0.998
N 0.728 2.075 -0.801
N -0.308 -1.937 -0.304
N 0.644 -0.274 -1.685
N -0.551 -1.432 2.026
O -2.162 -0.863 0.559
O -3.191 1.319 0.034
O -2.160 -0.200 -1.902
P -2.592 0.167 -0.564
H 0.266 3.719 0.224
H 0.071 -2.292 -2.221
H -1.323 1.990 1.654
H 1.484 2.531 -1.319
H -0.888 -2.796 -0.244
H 0.823 0.150 -2.573
H -1.184 -2.159 2.281
H 0.408 -1.487 2.300

The LUMO energy is -0.3085 Eh. The calculation puts the HOMO energy at -18.126 eV. Its charge is +2. The frontier orbital gap is 0.3576 hartree. Its total energy is -28179.5639 eV.

***

Record 6
This record from OMol25 describes a cluster of 2 separate species, C5H8NO in total at a distorted geometry. The level of theory is ωB97M-V/def2-TZVPD.

Geometry (Å):
C 1.408 -1.111 0.471
C 0.362 -0.559 0.824
C 2.705 -1.450 -0.228
C -1.855 1.649 0.188
C -2.003 0.120 0.518
N -2.425 -0.670 -0.401
O -3.131 -1.756 -0.095
H 3.573 -1.219 0.490
H 2.860 -0.936 -1.090
H 2.943 -2.619 -0.495
H -2.833 2.280 0.105
H -1.440 1.826 -0.760
H -1.229 2.141 0.921
H -2.239 -0.139 1.583
H -2.052 -0.692 -1.385

The LUMO energy (alpha / beta) is 0.1476 / 0.1476 Eh. The calculation puts the HOMO energy (alpha / beta) at -3.060 / -3.059 eV. Its charge is -1. The frontier orbital gap (alpha / beta) is 0.2600 / 0.2600 hartree. Its total energy is -8846.6283 eV.

***

Record 7
This record from OMol25 describes a structure of composition C5H8NO at a distorted geometry. The level of theory is ωB97M-V/def2-TZVPD.

Geometry (Å):
C 0.209 0.995 -1.168
C -0.247 0.204 2.171
C 2.510 -0.109 -0.295
C -0.437 0.117 -0.284
C -1.317 -0.987 -0.758
N -0.026 0.086 0.953
O 1.917 0.308 -1.199
H 0.523 1.965 -0.807
H -0.083 0.969 -2.207
H -1.151 0.665 2.564
H 0.493 -0.133 2.886
H 2.290 -0.298 0.750
H -1.054 -1.943 -0.307
H -1.284 -1.073 -1.839
H -2.344 -0.765 -0.459

The LUMO energy (alpha / beta) is -0.1954 / -0.1841 Eh. The calculation puts the HOMO energy (alpha / beta) at -13.152 / -12.924 eV. Its charge is +1. The frontier orbital gap (alpha / beta) is 0.2880 / 0.2909 hartree. Its total energy is -8840.5371 eV.

***

Record 8
This record from OMol25 describes the ion C5H8NO with charge +1 at a distorted geometry. The level of theory is ωB97M-V/def2-TZVPD.

Geometry (Å):
C 1.361 -0.037 0.048
C 2.256 1.083 -0.344
C 0.016 -0.407 0.019
C -0.866 0.683 -0.302
C -0.494 -1.710 0.427
N 2.411 -0.897 0.192
O 3.370 -0.051 -0.102
H 2.345 1.482 -1.312
H 2.327 1.901 0.370
H -0.437 1.440 -0.943
H -0.940 1.239 0.647
H -1.831 0.318 -0.481
H -1.105 -1.483 1.233
H 0.325 -2.377 0.738
H -1.094 -2.061 -0.423

The LUMO energy is -0.2447 Eh. The calculation puts the HOMO energy at -15.626 eV. Its charge is +1. The frontier orbital gap is 0.3296 hartree. Its total energy is -8840.8419 eV.

***

Record 9
This record from OMol25 describes the ion C5H8NO with charge +1 at a distorted geometry. The level of theory is ωB97M-V/def2-TZVPD.

Geometry (Å):
C 1.353 0.015 -1.076
C -0.923 -0.671 -0.516
C -2.139 -0.395 -0.489
C -2.923 0.334 0.585
C 3.191 -0.018 0.611
N 2.348 0.275 -0.511
O 0.214 -1.079 -0.479
H 0.852 0.353 -1.995
H -2.848 -0.504 -1.396
H -4.000 -0.146 0.769
H -3.056 1.490 0.312
H -2.538 0.385 1.564
H 4.082 -0.314 0.038
H 2.710 -0.653 1.397
H 3.676 0.928 1.185

The LUMO energy is -0.1700 Eh. The calculation puts the HOMO energy at -14.454 eV. Its charge is +1. The frontier orbital gap is 0.3611 hartree. Its total energy is -8840.8614 eV.

***

Record 10
This record from OMol25 describes a cluster of 2 separate species, C5H8NO5 in total at a distorted geometry. The level of theory is ωB97M-V/def2-TZVPD.

Geometry (Å):
C -1.073 2.099 0.476
C 0.685 -0.691 0.964
C -1.538 0.246 -1.343
C 1.386 -0.039 -0.115
C -0.734 1.514 -0.981
N 2.198 0.964 0.067
O -0.188 2.716 1.143
O 2.991 1.403 -0.755
O -2.234 1.800 0.732
O 2.117 1.578 1.294
O -0.042 2.055 -1.825
H 1.287 -0.974 1.800
H -0.227 -0.210 1.335
H 0.187 -1.672 0.697
H -2.333 0.369 -2.212
H -1.086 -0.551 -1.856
H -2.238 -0.177 -0.627
H 1.345 -0.373 -1.130
H 1.152 2.077 1.257

The LUMO energy is 0.1351 Eh. The calculation puts the HOMO energy at -4.826 eV. Its charge is -1. The frontier orbital gap is 0.3125 hartree. Its total energy is -17040.3139 eV.

***

Record 11
This record from OMol25 describes a structure of composition C5H8NOS at a distorted geometry. The level of theory is ωB97M-V/def2-TZVPD.

Geometry (Å):
C -0.029 -0.245 2.674
C 0.999 -0.233 1.598
C -1.268 -0.175 2.072
C 0.202 -0.258 0.511
C 0.562 -0.135 -1.484
N -0.826 0.255 -1.866
O -1.124 -0.129 0.697
S 1.761 1.051 -1.899
H 0.273 -0.139 3.675
H 2.104 -0.293 1.627
H -2.257 -0.034 2.530
H 0.790 -1.094 -1.725
H -1.054 1.271 -1.843
H -1.081 -0.346 -2.760
H -1.406 0.056 -1.005
H 2.353 0.447 -2.802

The LUMO energy is -0.1315 Eh. The calculation puts the HOMO energy at -12.957 eV. Its charge is +1. The frontier orbital gap is 0.3447 hartree. Its total energy is -19677.0833 eV.

***

Record 12
This record from OMol25 describes the ion C5H8NOS with charge +1 at a distorted geometry. The level of theory is ωB97M-V/def2-TZVPD.

Geometry (Å):
C 2.552 -1.282 -0.204
C 1.169 -1.593 -0.007
C 2.601 0.134 -0.210
C 0.507 -0.389 0.047
C -1.151 0.105 0.200
N -1.266 1.348 -0.522
O 1.355 0.624 -0.046
S -2.157 -1.285 -0.351
H 3.355 -1.966 -0.074
H 0.677 -2.516 0.118
H 3.466 0.777 -0.252
H -1.172 0.281 1.316
H -0.426 1.941 -0.313
H -1.124 1.082 -1.456
H -2.106 2.001 -0.502
H -1.529 -2.124 0.611

As for the expectation value of S²: 2.0146. The LUMO energy (alpha / beta) is -0.1387 / -0.2097 Eh. The calculation puts the HOMO energy (alpha / beta) at -8.690 / -13.698 eV. Its charge is +1. The frontier orbital gap (alpha / beta) is 0.1807 / 0.2937 hartree. The spin multiplicity is 3. Its total energy is -19674.5793 eV.